DFT (ωB97M-V/def2-TZVPD) results for 2 unconnected molecules or ions with the total composition C4H14N at a distorted geometry.

XYZ file:
```
19
C4H14N | the OMol25 dataset | ωB97M-V/def2-TZVPD
C -1.12864 2.57687 -0.45662
C -0.15619 2.11124 0.61003
H -1.05191 2.32411 -1.45424
H -2.05470 2.61446 -0.05671
H -0.86286 3.70714 -0.68032
H 0.90136 2.27322 0.25611
H -0.29014 2.87229 1.30892
H -0.40077 0.98724 0.96460
C 0.03449 -2.16284 -0.17362
C 1.07014 -2.34872 0.97099
N 0.14127 -0.93256 -0.95159
H 0.13504 -3.06521 -0.93932
H -1.07770 -2.24921 0.12854
H 0.64837 -1.81856 1.86482
H 1.85085 -1.77341 0.81963
H 1.03595 -1.03933 -1.43040
H -0.58060 -0.58581 -1.57916
H 0.32862 -0.14429 -0.29374
H 1.45742 -3.34660 1.09207
```

Values from the calculation:
- spin multiplicity = 1
- charge = +1
- total energy (Eh) = -215.227463
- HOMO level (eV) = -15.04
- orbital gap (eV) = 11.43
- ΔE to the lowest compared entry with this formula, charge and spin (kcal/mol) = 51.1

***

DFT (ωB97M-V/def2-TZVPD) results for a molecular structure, C24H31N7PRuS3Si.

XYZ file:
```
68
C24H31N7PRuS3Si | the OMol25 dataset | ωB97M-V/def2-TZVPD
Ru 0.35895 -0.87050 -0.44205
C -5.09264 -2.09096 -2.94143
Si -5.09130 -0.29115 -2.45547
C -4.55125 0.84597 -3.83462
C -6.78172 0.21240 -1.84374
C -3.89857 -0.05256 -0.96691
C -4.38141 0.39283 0.26669
C -3.53597 0.54711 1.35012
C -2.18421 0.25285 1.19649
N -1.68494 -0.15890 0.04453
C -2.51643 -0.31629 -1.02463
S -1.72572 -0.89004 -2.43592
H -5.85327 -2.25968 -3.70718
H -5.33874 -2.72744 -2.08902
H -4.13456 -2.41610 -3.34611
H -5.29414 0.82101 -4.63529
H -3.59239 0.55468 -4.26303
H -4.47622 1.87923 -3.48931
H -7.49607 0.09976 -2.66243
H -6.82027 1.25644 -1.52584
H -7.13524 -0.41394 -1.02215
H -5.43460 0.61494 0.38061
H -3.90488 0.88264 2.30926
H -1.48838 0.34515 2.02223
S 2.07692 -2.03673 -1.34205
C 1.37984 -3.47897 -0.64108
S -0.14632 -3.01630 0.06535
C 1.93287 -4.71456 -0.63196
C 1.24740 -5.80706 -0.01427
N 0.66854 -6.67165 0.47337
C 3.21785 -4.93379 -1.21919
N 4.26260 -5.09626 -1.66934
C 2.18826 4.93455 -2.67760
C 1.74893 3.58905 -2.18967
C 2.15045 2.41425 -2.81384
C 1.73546 1.19272 -2.32059
N 0.94346 1.07660 -1.24770
C 0.54468 2.20699 -0.64377
C 0.92063 3.45886 -1.07437
H 2.68012 4.86646 -3.64517
H 2.88940 5.37876 -1.96878
H 1.33870 5.61198 -2.76244
H 2.78875 2.44147 -3.68658
H 2.03878 0.27159 -2.80110
H -0.09819 2.08647 0.21912
H 0.56655 4.33331 -0.54425
C 2.82078 -0.85103 4.62655
N 3.39550 -1.56872 3.49162
C 4.50298 -0.78504 2.94714
N 4.11960 0.57687 2.56840
C 3.52210 1.23673 3.72707
N 2.38763 0.50937 4.29632
C 1.23999 0.50693 3.39923
P 1.63999 -0.32367 1.78185
C 2.39624 -1.86900 2.47679
C 3.21903 0.58142 1.42396
H 3.58024 -0.78176 5.40593
H 1.97292 -1.41508 5.01830
H 4.91551 -1.29819 2.07729
H 5.27937 -0.71686 3.70994
H 3.20062 2.24117 3.44456
H 4.28701 1.32382 4.49959
H 0.92327 1.53737 3.21482
H 0.40778 -0.01573 3.87808
H 2.85794 -2.42786 1.65881
H 1.60910 -2.49818 2.89854
H 2.99601 1.61259 1.13537
H 3.70463 0.09966 0.57094
```

Values from the calculation:
- spin multiplicity = 5
- charge = +1
- total energy (Eh) = -3236.517924
- HOMO level (alpha / beta) (eV) = -10.32 / -11.05
- orbital gap (alpha / beta) (eV) = 7.34 / 4.97
- ΔE to the lowest compared entry with this formula, charge and spin (kcal/mol) = 0.0

***

DFT (ωB97M-V/def2-TZVPD) results for 7 unconnected molecules or ions with the total composition C4H23NO7 at a distorted geometry.

XYZ file:
```
35
C4H23NO7 | the OMol25 dataset | ωB97M-V/def2-TZVPD
C 0.63853 -2.41271 -2.56618
N 1.18277 -1.35908 -1.72539
C 1.66455 -1.97459 -0.49106
C 0.18786 -0.34472 -1.34125
C -1.12707 -0.83050 -0.70673
O -1.96234 0.24405 -0.29746
H 1.37975 -3.17934 -2.77240
H -0.27872 -2.87725 -2.17683
H 0.30452 -2.03502 -3.53993
H 2.48219 -1.39467 -0.03385
H 2.13295 -2.95409 -0.59629
H 1.00086 -2.09265 0.37441
H -0.04866 0.28341 -2.20140
H 0.62066 0.19079 -0.49387
H -0.93796 -1.37803 0.20812
H -1.67564 -1.64276 -1.20118
H -2.35010 0.65887 -1.07139
O 1.65043 1.24226 2.35544
H 2.11694 1.07217 1.52687
H 0.83358 1.66067 2.05091
O 1.01402 3.42373 -0.29237
H 0.36167 4.12552 -0.38672
H 1.03892 3.27794 0.65948
O -0.56989 0.27505 3.84622
H -0.00254 -0.41617 3.50002
H -0.87595 0.77118 3.07225
O 0.45655 2.62947 -3.29272
H 0.46061 3.58349 -3.19226
H 0.59422 2.26679 -2.41067
O -1.18214 1.91538 1.68825
H -1.41936 1.22911 1.01960
H -2.06627 2.18216 1.94947
O -1.71249 -1.89966 2.49720
H -2.46946 -2.48396 2.62700
H -1.44300 -1.75684 3.41468
```

Values from the calculation:
- spin multiplicity = 1
- charge = 0
- total energy (Eh) = -747.581280
- HOMO level (eV) = -8.88
- orbital gap (eV) = 9.14
- ΔE to the lowest compared entry with this formula, charge and spin (kcal/mol) = 46.5
- SMILES = CN(C)CCO.O.O.O.O.O.O

***

DFT (ωB97M-V/def2-TZVPD) results for 2 unconnected molecules or ions with the total composition C4H12NO at a distorted geometry.

XYZ file:
```
18
C4H12NO | the OMol25 dataset | ωB97M-V/def2-TZVPD
C 2.34891 0.63470 -0.65006
C 1.03059 0.22134 -1.18511
C 0.08127 -0.29820 -0.00542
C -2.20314 -1.05433 -0.59915
N -0.92337 -1.26271 -0.64646
H 3.18908 0.98993 -1.30747
H 2.66058 -0.19495 -0.04147
H 2.14599 1.60436 -0.22877
H 1.15118 -0.59137 -1.88288
H 0.57748 1.06104 -1.82343
H -0.49196 0.55571 0.46991
H 0.56075 -0.82676 0.91711
H -2.59828 -0.10147 -0.20266
H -2.95579 -1.82019 -0.97399
H -0.64362 -2.08463 -1.21992
H -1.31892 1.54196 2.83740
H 0.09654 1.98436 2.71516
O -0.43190 1.21249 2.48809
```

Values from the calculation:
- spin multiplicity = 1
- charge = +1
- total energy (Eh) = -289.291845
- HOMO level (eV) = -14.94
- orbital gap (eV) = 9.97
- ΔE to the lowest compared entry with this formula, charge and spin (kcal/mol) = 52.1

***

DFT (ωB97M-V/def2-TZVPD) results for a molecular structure, C33H42Cl2HgN7O2.

XYZ file:
```
87
C33H42Cl2HgN7O2 | the OMol25 dataset | ωB97M-V/def2-TZVPD
Hg -0.36288 -1.71559 -1.07733
C -2.04494 0.75340 2.47841
C -2.45240 0.80230 1.00796
N -1.38332 0.51695 0.03705
C -0.21669 1.40478 0.04945
C 0.93846 0.81499 0.83721
N 1.45382 -0.42528 0.25810
C 2.42868 -1.05799 1.14538
C 2.94862 -2.40713 0.66193
C 1.95476 -3.58392 0.52728
N 0.61819 -3.39312 1.08960
C 0.42703 -3.55310 2.53335
C -0.08170 -2.30409 3.27410
N -0.90648 -1.47513 2.41912
C -1.91925 -0.65468 3.06195
H -2.81580 1.27912 3.05004
H -1.11534 1.30785 2.62747
H -2.88469 1.78876 0.79668
H -3.24505 0.06197 0.84927
H -1.80720 0.55704 -0.88368
H -0.45893 2.39443 0.46421
H 0.08777 1.55189 -0.98459
H 0.59943 0.55334 1.83975
H 1.72255 1.57438 0.93274
H 1.89144 -0.27374 -0.64601
H 1.96103 -1.16188 2.12642
H 3.29890 -0.40170 1.27736
H 3.73986 -2.69443 1.35796
H 3.42529 -2.25673 -0.31036
H 2.42656 -4.48166 0.94504
H 1.80304 -3.77873 -0.53561
H -0.00406 -4.02889 0.61585
H 1.35640 -3.88150 3.01110
H -0.30281 -4.35231 2.68812
H 0.75962 -1.70798 3.64782
H -0.61256 -2.66176 4.16969
H -1.28212 -2.00103 1.64279
H -1.67236 -0.56393 4.12299
H -2.90889 -1.13365 3.01178
N -2.84400 -3.46811 0.80013
C -4.04781 -2.82233 0.54137
C -5.03995 -2.67816 1.47665
C -6.22446 -1.96744 1.17433
C -6.41639 -1.39538 -0.04949
C -5.41322 -1.53309 -1.04181
C -5.52664 -0.98808 -2.34235
C -4.52957 -1.18050 -3.25061
C -3.38983 -1.92228 -2.86513
N -3.24346 -2.43432 -1.66933
C -4.23607 -2.25012 -0.75579
H -2.87462 -4.19416 1.49711
H -2.33657 -3.70724 -0.04057
H -4.90844 -3.11139 2.46286
H -6.99061 -1.88119 1.93530
H -7.31891 -0.83909 -0.27502
H -6.41182 -0.41885 -2.60064
H -4.58845 -0.77044 -4.25031
H -2.57927 -2.08614 -3.56891
Cl 4.14618 3.27466 1.02721
C 2.82444 4.27326 0.48542
C 2.27345 5.09741 1.45983
C 1.18576 5.90185 1.19411
C 0.63820 5.86970 -0.07973
C 1.19549 5.06137 -1.04370
Cl 0.43236 5.06515 -2.61535
C 2.32172 4.22673 -0.82234
N 2.77119 3.47364 -1.88490
C 3.76336 2.46721 -2.01155
C 5.06400 2.69922 -1.57570
C 6.01858 1.70220 -1.64359
C 5.68611 0.46959 -2.19341
C 4.42699 0.28602 -2.74350
C 3.45041 1.28160 -2.69082
C 2.14333 1.07762 -3.43175
C 1.23154 -0.03217 -2.89562
O 1.75298 -1.13031 -2.58863
O 0.01169 0.24938 -2.79655
H 2.71677 5.07739 2.44617
H 0.76618 6.53703 1.96262
H -0.22635 6.46717 -0.33441
H 2.12192 3.49102 -2.65011
H 5.32022 3.67656 -1.18838
H 7.02162 1.89346 -1.28338
H 6.41569 -0.33027 -2.23073
H 4.17078 -0.64926 -3.22662
H 2.38454 0.79116 -4.45882
H 1.52699 1.96862 -3.48394
```

Values from the calculation:
- spin multiplicity = 2
- charge = 0
- total energy (Eh) = -2890.267413
- HOMO level (alpha / beta) (eV) = -6.55 / -7.64
- orbital gap (alpha / beta) (eV) = 6.72 / 6.97

***

DFT (ωB97M-V/def2-TZVPD) results for a molecular structure, C2HBr2FO at a distorted geometry.

XYZ file:
```
7
C2HBr2FO | the OMol25 dataset | ωB97M-V/def2-TZVPD
C 1.40735 -0.19442 0.11309
C -1.69671 0.38182 -0.77609
O 1.26827 0.90019 0.53505
F 1.73014 -1.15818 0.95146
Br -2.20900 1.78386 0.24060
Br -1.88913 -1.25327 -0.02362
H 1.38908 -0.46000 -1.04049
```

Values from the calculation:
- spin multiplicity = 1
- charge = 0
- total energy (Eh) = -5399.817865
- HOMO level (eV) = -9.09
- orbital gap (eV) = 7.88
- ΔE to the lowest compared entry with this formula, charge and spin (kcal/mol) = 68.7